[1]
21
Properties=species:S:1:pos:R:3:forces:R:3:nbo_charge:R:1 method="wB97M-V/def2-TZVPD" homo_ev=-9.03 lumo_ev=0.667
C 0.3818 1.1315 -0.3229 0.27 0.67 -0.08 -0.611
C -0.5233 0.3530 0.6268 -0.06 0.31 -0.08 -0.450
C -0.4903 0.8204 2.0629 -0.12 -0.40 0.65 0.050
C 0.5968 1.2443 2.6965 0.41 0.08 -0.84 -0.439
C -1.7997 0.7086 2.7892 -0.07 0.45 -0.87 -0.641
H 1.4090 0.7726 -0.3784 -0.02 -0.27 0.20 0.206
H 0.4666 2.1745 -0.0031 -0.12 -0.04 0.07 0.208
H 0.0295 1.1824 -1.3492 -0.26 -0.31 -0.09 0.212
H -0.2933 -0.7058 0.5825 0.25 -0.32 0.13 0.230
H -1.5666 0.3658 0.3108 -0.05 0.37 -0.25 0.203
H 0.6556 1.4933 3.7491 -0.23 0.03 -0.09 0.199
H 1.4933 1.3733 2.0983 0.20 -0.03 0.29 0.190
H -2.4374 1.5393 2.4522 0.02 -0.11 0.11 0.214
H -1.6539 0.8088 3.8522 -0.19 -0.26 0.38 0.215
H -2.3207 -0.1953 2.4724 -0.03 -0.17 0.45 0.211
H 2.5627 -0.8653 -5.9443 -0.03 0.22 0.09 0.471
H 1.6523 -0.7131 -4.6893 0.21 -0.04 -0.29 0.474
O 2.0128 -1.3470 -5.3230 -0.19 -0.20 0.22 -0.945
H 0.7090 -3.4407 -1.8439 0.17 0.21 0.13 0.468
H -0.7305 -3.6590 -2.1521 -0.21 0.20 0.08 0.467
O -0.1536 -3.0417 -1.6868 0.05 -0.37 -0.21 -0.934

***

[2]
21
Properties=species:S:1:pos:R:3:forces:R:3:nbo_charge:R:1 method="wB97M-V/def2-TZVPD" spin_multiplicity=2 homo_ev="-14.42 / -14.41" lumo_ev="-3.396 / -9.680" s_squared=0.755 total_charge=+1
C 1.1449 -0.0075 0.1700 1.61 -1.13 2.49 -0.054
O 1.2587 -1.3491 0.5346 -0.46 0.59 -1.91 -0.407
C -0.3086 0.4094 -0.3284 -0.96 -0.29 -1.18 -0.325
C -1.3205 -0.1636 0.6393 -0.82 0.71 0.49 -0.220
C -2.4292 0.9116 0.9501 -0.03 0.02 -0.30 -0.563
C -1.9578 -1.4594 0.2195 0.86 -0.24 -0.04 -0.606
H 1.3885 0.4913 1.1069 -0.29 0.50 -0.18 0.237
H 1.8785 0.2222 -0.6093 -0.32 0.19 -0.51 0.275
H 1.3150 -1.8714 -0.3018 0.13 -0.06 0.68 0.503
H -0.3540 1.4900 -0.4763 0.50 0.02 0.48 0.271
H -0.3495 -0.0082 -1.3404 -0.37 -0.15 0.12 0.234
H -0.9185 -0.2782 1.6586 0.30 -0.12 -0.36 0.251
H -1.9699 1.8533 1.2299 -0.07 0.12 0.16 0.223
H -3.0013 0.5026 1.7835 0.03 0.16 0.03 0.242
H -3.1212 1.0778 0.1207 0.26 -0.09 -0.08 0.228
H -2.5545 -1.3982 -0.6833 -0.27 0.38 -0.09 0.238
H -1.1922 -2.2041 -0.0427 0.03 -0.24 0.34 0.221
H -2.5452 -1.8183 1.0582 -0.09 -0.35 -0.09 0.250
H 4.4809 1.6125 -2.2618 0.59 0.37 0.94 0.460
H 5.4544 0.5912 -1.9029 0.68 -0.46 0.27 0.467
O 5.1014 1.3962 -1.5243 -1.33 0.07 -1.24 -0.924

***

[3]
22
Properties=species:S:1:pos:R:3:forces:R:3:nbo_charge:R:1 method="wB97M-V/def2-TZVPD" spin_multiplicity=2 homo_ev="0.98 / -7.02" lumo_ev="3.059 / 2.993" s_squared=0.751 total_charge=-1
C 0.2836 0.9060 2.8001 -0.60 -0.56 0.57 -0.628
C -0.7550 0.7919 1.6861 -0.56 -0.76 -1.00 -0.574
C -0.0954 -2.8789 0.6871 0.09 -0.40 -0.09 -0.117
O 1.1387 -3.2376 1.3464 -0.44 -0.04 0.30 -0.728
C -0.8068 -1.6966 1.2740 0.98 0.35 -0.62 -0.294
C -0.4463 -0.4720 0.8918 -0.04 0.76 1.34 -0.197
H 0.4339 1.9277 3.1447 0.17 -0.02 -0.04 0.209
H 1.2170 0.3944 2.5614 0.15 0.50 -0.38 0.210
H -0.0884 0.2957 3.6329 -0.01 0.27 0.15 0.190
H -0.7648 1.6182 0.9909 0.40 0.46 -0.13 0.192
H -1.7941 0.7559 2.0267 0.19 -0.07 0.47 0.193
H 0.2758 -2.6944 -0.3088 -0.34 0.39 -0.46 0.188
H -0.7760 -3.7308 0.6247 0.09 -0.28 0.14 0.149
H 0.9827 -3.2360 2.2941 0.00 0.01 0.13 0.454
H -1.5053 -1.8394 2.0924 -0.06 -0.05 -0.04 0.185
H 0.3225 -0.2682 0.1577 -0.01 -0.54 -0.38 0.196
H 1.3177 0.4574 -6.1157 -0.17 -0.07 0.23 0.453
H 0.8215 -0.8542 -5.4536 -0.05 0.27 0.06 0.450
O 1.5825 -0.4361 -5.8701 0.23 -0.17 -0.24 -1.035
H 0.2230 4.9560 -3.1500 -0.10 -0.16 -0.11 0.396
H -0.8602 4.5658 -2.1779 -0.09 -0.18 -0.12 0.346
O -0.7066 4.6751 -3.1349 0.17 0.27 0.23 -1.240

***

[4]
22
Properties=species:S:1:pos:R:3:forces:R:3:nbo_charge:R:1 method="wB97M-V/def2-TZVPD" homo_ev=-10.61 lumo_ev=0.538
C -0.5571 -0.8163 -1.4490 -3.32 0.88 -0.55 0.814
C 0.9505 -1.6622 0.5426 -1.98 0.20 0.82 -0.907
C 0.2937 0.3528 -1.8383 0.48 -0.32 0.49 -0.742
O -0.4616 -1.9413 -2.2094 0.01 -0.57 0.37 -0.262
O 0.7657 -2.0430 -2.9443 0.20 0.71 0.08 -0.442
O -1.5618 -0.7698 -0.7328 1.88 0.06 -1.73 -0.594
H 0.7149 -2.9544 -3.2516 -0.23 -0.19 0.09 0.481
H -1.5543 0.8294 1.1533 -0.01 -0.07 0.01 0.225
H 1.4154 -0.7462 0.8902 0.19 0.09 0.14 0.209
H 1.5229 -2.0701 -0.2837 -0.34 0.07 -0.39 0.214
H 0.9634 -2.4042 1.3359 0.24 -0.01 0.23 0.222
H 1.3396 0.0553 -1.9192 -0.06 0.16 -0.03 0.249
H -0.0448 0.7071 -2.8134 -0.02 -0.10 0.02 0.256
H 0.1701 1.1397 -1.0978 -0.01 -0.07 -0.03 0.247
C -1.2378 1.3379 2.0625 0.05 0.08 -0.07 -0.615
C -0.0927 2.3044 1.7835 -0.11 -0.08 0.04 -0.604
H 0.7853 1.7744 1.4142 0.07 0.01 -0.03 0.193
H -0.3816 3.0430 1.0362 0.04 0.07 -0.03 0.198
H -0.9372 0.5828 2.7880 -0.05 -0.05 0.03 0.200
H -2.1008 1.8693 2.4609 -0.05 -0.01 0.06 0.200
H -0.1880 -1.4260 0.3837 2.94 -0.91 0.49 0.257
H 0.1962 2.8375 2.6887 0.07 0.05 -0.01 0.202

***

Number 1: DFT total energy -9506.2718 eV. Number 2: DFT total energy -9496.6532 eV. Number 3: DFT total energy -11552.2599 eV. Number 4: DFT total energy -11551.1832 eV.